No. 1
{"formula": "C17H40As3N2ReSeSi", "method": "ωB97M-V/def2-TZVPD", "elements": ["Re", "C", "As", "C", "C", "C", "C", "C", "As", "C", "C", "C", "As", "C", "C", "H", "H", "H", "H", "H", "H", "H", "H", "H", "H", "H", "H", "H", "H", "H", "H", "H", "H", "H", "H", "H", "H", "H", "H", "H", "H", "H", "C", "Si", "C", "C", "Se", "H", "H", "H", "H", "H", "H", "H", "H", "H", "N", "C", "C", "C", "N", "H", "H", "H", "H"], "coordinates": [[1.801, 0.379, 0.187], [-0.002, 3.578, -0.971], [0.104, 1.643, -1.106], [0.319, 1.498, -3.039], [-1.677, 0.780, -1.019], [-2.487, 0.558, 0.268], [-3.750, -0.207, -0.192], [-1.791, -0.371, 1.279], [0.102, -0.241, 1.901], [0.304, -2.096, 2.498], [0.411, 0.667, 3.604], [-2.974, 1.880, 0.861], [-1.787, 2.883, 2.103], [-2.569, 2.367, 3.832], [-2.553, 4.672, 1.879], [-0.051, 3.948, 0.054], [-0.873, 3.924, -1.533], [0.898, 3.981, -1.447], [-0.617, 1.789, -3.529], [0.583, 0.480, -3.336], [1.105, 2.180, -3.374], [-1.466, -0.206, -1.462], [-2.316, 1.326, -1.725], [-3.483, -1.117, -0.724], [-4.333, 0.422, -0.860], [-4.376, -0.477, 0.653], [-1.772, -1.377, 0.837], [-2.384, -0.439, 2.201], [-0.666, -2.464, 2.848], [1.008, -2.146, 3.333], [0.649, -2.741, 1.684], [-0.276, 0.269, 4.355], [0.307, 1.750, 3.532], [1.431, 0.437, 3.924], [-3.879, 1.701, 1.450], [-3.232, 2.560, 0.042], [-2.525, 1.291, 3.999], [-3.611, 2.685, 3.844], [-2.053, 2.869, 4.650], [-2.300, 5.117, 0.917], [-2.191, 5.327, 2.670], [-3.639, 4.596, 1.956], [2.002, -2.920, -4.919], [0.877, -3.668, -3.613], [1.475, -4.997, -2.432], [-0.932, -3.140, -3.570], [1.340, -1.556, -1.068], [2.127, -3.608, -5.755], [2.997, -2.720, -4.526], [1.607, -1.992, -5.330], [1.477, -5.979, -2.901], [0.843, -5.056, -1.548], [2.493, -4.795, -2.103], [-1.540, -3.773, -4.216], [-1.063, -2.115, -3.913], [-1.337, -3.219, -2.562], [4.054, -1.049, 1.894], [5.395, -1.080, 1.871], [5.813, -0.150, 0.937], [4.644, 0.403, 0.427], [3.580, -0.151, 1.019], [3.428, -1.612, 2.457], [5.955, -1.751, 2.493], [6.817, 0.097, 0.663], [4.559, 1.155, -0.347]], "forces_ev_per_angstrom": [[-0.950, -2.003, -0.623], [0.061, 0.200, 0.082], [-1.261, 0.567, -0.947], [0.206, -0.052, -0.229], [0.040, -0.276, 0.084], [0.210, 0.255, 0.049], [0.245, 0.007, 0.029], [0.135, -0.096, -0.181], [-0.685, -0.150, 0.668], [0.296, -0.165, -0.181], [0.098, 0.163, 0.033], [-0.066, 0.378, 0.572], [0.454, -0.043, -0.305], [-0.200, 0.194, -0.239], [-0.237, -0.191, 0.131], [-0.019, -0.209, -0.104], [0.083, -0.110, 0.061], [-0.127, -0.080, 0.035], [0.131, -0.010, 0.204], [-0.075, 0.153, 0.151], [-0.071, -0.095, 0.075], [0.058, 0.260, -0.026], [0.250, 0.015, 0.059], [0.001, -0.169, -0.096], [-0.102, 0.052, -0.046], [-0.072, 0.010, 0.116], [0.109, 0.084, 0.147], [0.179, 0.049, -0.057], [0.103, 0.213, -0.019], [-0.095, 0.046, -0.097], [-0.094, 0.188, 0.138], [-0.010, -0.005, -0.173], [-0.062, -0.221, -0.112], [-0.057, -0.108, -0.111], [-0.066, 0.023, -0.219], [-0.101, -0.034, 0.133], [0.015, 0.030, -0.074], [-0.049, -0.070, 0.066], [0.068, 0.011, -0.074], [0.084, -0.143, 0.016], [0.036, -0.067, -0.004], [0.008, 0.073, -0.001], [-0.460, -0.105, 0.714], [-0.178, 0.154, -0.148], [-0.212, 0.783, -0.280], [0.830, -0.086, 0.146], [0.307, 1.264, 0.684], [-0.037, -0.275, -0.083], [0.096, -0.115, 0.124], [-0.188, -0.016, 0.070], [-0.040, -0.132, -0.248], [-0.172, 0.030, -0.039], [0.157, 0.049, -0.114], [0.008, -0.207, -0.150], [0.140, 0.043, -0.118], [0.032, -0.137, 0.089], [0.076, -0.412, 0.231], [-0.207, 0.212, -0.195], [-0.202, 0.088, -0.126], [1.094, -0.045, 0.131], [0.163, 0.182, 0.311], [0.125, 0.103, -0.144], [0.081, -0.101, 0.193], [0.236, 0.009, -0.034], [-0.123, 0.042, 0.055]], "total_charge": 3, "spin_multiplicity": 4, "e_above_lowest_ev": 0.577, "e_homo_ev": [-15.76, -15.73], "s_squared": 3.79, "lumo_ev": [-10.2, -10.6]}

---

No. 2
{"formula": "C17H40N4NdO3P2Si", "method": "ωB97M-V/def2-TZVPD", "elements": ["Nd", "N", "C", "C", "C", "N", "H", "H", "H", "H", "H", "H", "H", "H", "H", "H", "C", "P", "C", "C", "C", "P", "C", "C", "H", "H", "H", "H", "H", "H", "H", "H", "H", "H", "H", "H", "H", "H", "H", "H", "C", "N", "C", "C", "C", "O", "N", "C", "O", "H", "H", "H", "H", "H", "C", "Si", "C", "C", "O", "H", "H", "H", "H", "H", "H", "H", "H", "H"], "coordinates": [[-0.157, -0.174, 0.054], [0.290, 0.228, 2.589], [1.142, 1.316, 3.104], [2.616, 1.049, 2.844], [3.064, 1.105, 1.392], [2.489, -0.001, 0.591], [-0.670, 0.369, 2.893], [0.608, -0.660, 2.981], [0.988, 1.454, 4.176], [0.846, 2.249, 2.619], [2.883, 0.072, 3.263], [3.199, 1.786, 3.399], [4.156, 1.075, 1.357], [2.754, 2.052, 0.942], [2.579, -0.866, 1.121], [3.053, -0.137, -0.243], [-0.354, 1.138, -4.105], [0.706, 0.653, -2.706], [1.772, -0.633, -3.443], [1.861, 2.067, -2.540], [1.202, 3.279, -1.878], [0.211, 2.878, -0.366], [-1.505, 3.330, -0.825], [0.623, 4.285, 0.746], [0.260, 1.379, -4.975], [-0.965, 2.004, -3.849], [-1.028, 0.320, -4.356], [2.281, -0.263, -4.335], [1.160, -1.496, -3.701], [2.518, -0.969, -2.721], [2.276, 2.331, -3.517], [2.697, 1.717, -1.928], [0.526, 3.781, -2.574], [1.964, 4.011, -1.601], [-1.536, 4.375, -1.143], [-2.168, 3.174, 0.024], [-1.854, 2.696, -1.640], [0.472, 5.226, 0.212], [1.659, 4.227, 1.081], [-0.027, 4.270, 1.621], [1.273, -5.238, 3.042], [0.852, -4.464, 1.872], [0.369, -5.072, 0.754], [-0.019, -4.382, -0.339], [0.101, -2.961, -0.267], [-0.198, -2.175, -1.229], [0.526, -2.364, 0.866], [0.945, -3.077, 1.952], [1.404, -2.550, 2.959], [1.276, -6.290, 2.771], [0.590, -5.071, 3.872], [2.269, -4.929, 3.345], [0.324, -6.152, 0.798], [-0.391, -4.867, -1.226], [-3.562, -1.858, 0.621], [-3.338, -0.115, 0.010], [-4.893, 0.852, 0.238], [-2.935, -0.225, -1.821], [-2.035, 0.566, 0.775], [-4.386, -2.348, 0.094], [-3.786, -1.879, 1.691], [-2.671, -2.475, 0.459], [-5.725, 0.379, -0.289], [-4.791, 1.872, -0.143], [-5.161, 0.917, 1.296], [-3.738, -0.776, -2.320], [-2.015, -0.774, -2.056], [-2.876, 0.761, -2.290]], "forces_ev_per_angstrom": [[0.386, 0.713, 0.578], [0.038, 0.085, -0.009], [-0.059, -0.007, -0.051], [0.072, -0.067, 0.068], [-0.062, -0.010, -0.047], [0.009, 0.026, -0.071], [-0.031, 0.025, -0.015], [0.007, -0.035, 0.005], [0.049, -0.012, 0.037], [-0.024, -0.001, -0.014], [0.003, 0.016, 0.007], [-0.009, 0.004, -0.003], [0.025, -0.008, 0.037], [-0.013, -0.008, -0.016], [-0.018, -0.023, 0.026], [0.023, 0.005, -0.010], [0.014, 0.040, -0.094], [0.199, -0.024, -0.202], [-0.030, 0.018, -0.061], [0.000, -0.005, -0.034], [-0.148, 0.275, -0.057], [-0.026, 0.061, 0.372], [0.205, 0.197, -0.178], [-0.029, -0.067, -0.227], [-0.044, 0.010, -0.022], [0.022, 0.004, 0.017], [0.011, -0.018, 0.010], [-0.013, -0.024, 0.015], [-0.011, 0.001, -0.001], [0.000, 0.028, 0.012], [0.005, 0.028, 0.012], [-0.014, -0.009, 0.030], [0.088, 0.023, -0.084], [-0.027, -0.003, -0.023], [-0.096, -0.039, -0.023], [0.073, -0.031, 0.039], [-0.024, -0.016, -0.021], [0.030, -0.018, 0.084], [-0.001, -0.001, -0.007], [-0.017, -0.021, -0.017], [-0.033, 0.038, -0.121], [-0.018, -0.109, 0.062], [0.038, 0.011, 0.078], [0.063, -0.007, 0.043], [-0.095, -0.006, -0.247], [0.004, -0.341, 0.052], [0.158, -0.623, 0.226], [-0.046, 0.003, -0.149], [-0.032, 0.060, 0.020], [0.004, -0.010, 0.031], [-0.002, 0.016, 0.004], [0.018, -0.001, 0.002], [-0.001, 0.010, 0.002], [0.005, 0.018, 0.000], [-0.062, -0.247, 0.092], [0.247, 0.255, 0.357], [-0.177, 0.204, 0.051], [-0.020, -0.015, -0.228], [-0.570, -0.368, -0.307], [0.013, -0.017, 0.049], [-0.010, 0.002, -0.038], [-0.003, 0.020, -0.014], [0.018, 0.023, 0.016], [-0.019, -0.027, 0.009], [0.001, 0.001, -0.033], [0.035, 0.035, -0.030], [-0.051, -0.023, 0.006], [-0.024, -0.017, 0.000]], "total_charge": 1, "spin_multiplicity": 4, "e_above_lowest_ev": 0.000, "e_homo_ev": [-11.54, -11.57], "s_squared": 3.75, "lumo_ev": [-2.0, -2.0]}